(1)
A cluster of 8 separate species, C38H78FN4O14 in total at a distorted geometry, computed with the ωB97M-V functional and the def2-TZVPD basis.

Each line ends with the Mulliken charge.
Atoms and positions in Å:
C  -6.802  2.042  0.171  -0.905
C  -7.045  1.110  1.109  -0.163
N  -6.387  -0.242  1.166  0.516
C  -6.523  -1.000  -0.133  0.235
F  -7.557  -1.890  0.078  -0.406
C  -5.300  -1.791  -0.557  -0.778
N  -4.014  -1.082  -0.431  -0.327
C  -4.038  0.057  0.501  0.162
C  -2.610  0.366  0.924  -0.999
N  -2.006  1.168  -0.152  -0.453
C  -0.541  1.043  -0.256  -0.521
C  -4.957  -0.272  1.681  -0.401
N  -4.840  0.599  2.815  -0.316
C  -5.780  0.322  3.919  -0.435
C  -5.903  -1.146  4.362  -1.062
H  -5.809  2.430  -0.042  0.320
H  -7.627  2.445  -0.410  0.361
H  -7.672  1.304  1.971  0.369
H  -6.951  -0.774  1.835  0.428
H  -6.853  -0.322  -0.915  0.390
H  -5.269  -2.750  -0.034  0.398
H  -5.454  -2.037  -1.609  0.085
H  -3.351  -1.745  -0.046  0.340
H  -4.391  0.923  -0.062  0.203
H  -2.041  -0.563  1.047  0.412
H  -2.566  0.976  1.823  0.327
H  -2.411  0.844  -1.021  0.341
H  -0.084  2.024  -0.109  0.258
H  -0.278  0.747  -1.272  0.140
H  -0.122  0.363  0.481  0.160
H  -4.700  -1.307  1.953  0.225
H  -3.906  0.497  3.193  0.382
H  -6.756  0.746  3.676  0.124
H  -5.424  0.912  4.761  0.547
H  -6.108  -1.193  5.429  0.392
H  -6.770  -1.629  3.898  0.294
H  -5.027  -1.741  4.109  0.286
O  1.400  -1.344  -2.913  -0.550
C  1.294  -0.695  -3.917  0.807
O  0.796  0.556  -3.820  -0.363
C  0.801  1.494  -4.903  -0.417
C  -0.408  1.334  -5.802  -0.962
C  1.613  -1.261  -5.280  -1.063
H  1.736  1.433  -5.460  0.351
H  0.780  2.470  -4.422  0.343
H  -0.421  0.359  -6.289  0.272
H  -0.408  2.103  -6.574  0.369
H  -1.324  1.425  -5.218  0.276
H  0.728  -1.770  -5.660  0.270
H  2.410  -1.990  -5.160  0.324
H  1.939  -0.522  -6.006  0.338
O  -0.371  -0.242  2.830  -0.543
C  0.607  -0.157  3.537  0.834
O  1.171  1.049  3.686  -0.409
C  2.224  1.287  4.637  -0.750
C  3.578  0.930  4.071  0.339
C  1.245  -1.369  4.165  -1.122
H  2.023  0.760  5.571  0.387
H  2.161  2.351  4.861  0.360
H  3.633  -0.130  3.834  -0.193
H  4.376  1.161  4.775  -0.243
H  3.753  1.490  3.149  0.440
H  1.954  -1.802  3.459  0.198
H  0.461  -2.095  4.366  0.417
H  1.768  -1.169  5.095  0.331
O  -6.769  -2.129  -7.692  -0.541
C  -7.236  -2.588  -6.689  0.668
O  -6.962  -1.968  -5.515  -0.377
C  -7.606  -2.305  -4.289  -0.310
C  -6.916  -3.450  -3.576  -0.915
C  -8.038  -3.866  -6.686  -0.927
H  -8.667  -2.504  -4.444  0.378
H  -7.545  -1.396  -3.688  0.197
H  -6.955  -4.370  -4.158  0.359
H  -7.390  -3.637  -2.610  0.299
H  -5.863  -3.214  -3.416  0.301
H  -7.351  -4.707  -6.606  0.266
H  -8.560  -3.934  -7.637  0.311
H  -8.777  -3.930  -5.891  0.322
O  6.226  1.159  6.113  -0.576
C  6.323  2.355  6.186  0.899
O  6.531  3.056  5.055  -0.277
C  6.475  4.491  5.004  -0.479
C  7.800  5.128  5.364  -0.869
C  6.309  3.074  7.513  -1.282
H  5.658  4.864  5.622  0.363
H  6.218  4.718  3.971  0.371
H  8.093  4.909  6.391  0.226
H  7.741  6.211  5.251  0.457
H  8.589  4.753  4.712  0.136
H  7.322  3.086  7.914  0.251
H  5.671  2.511  8.190  0.369
H  5.931  4.092  7.467  0.381
O  -9.182  -3.729  -13.287  -0.558
C  -8.781  -2.680  -12.866  0.736
O  -7.544  -2.629  -12.329  -0.373
C  -6.903  -1.401  -11.964  -0.505
C  -7.277  -0.965  -10.564  -0.784
C  -9.651  -1.444  -12.847  -0.906
H  -7.099  -0.628  -12.709  0.372
H  -5.837  -1.620  -12.015  0.316
H  -8.344  -0.751  -10.486  0.245
H  -6.726  -0.066  -10.283  0.363
H  -7.046  -1.750  -9.851  0.285
H  -10.240  -1.448  -11.930  0.236
H  -10.326  -1.499  -13.696  0.309
H  -9.101  -0.508  -12.912  0.312
O  12.273  4.942  8.096  -0.555
C  12.106  3.960  7.431  0.738
O  11.284  4.043  6.357  -0.363
C  11.150  2.996  5.393  -0.644
C  10.113  1.978  5.815  -0.514
C  12.711  2.626  7.799  -0.908
H  12.115  2.537  5.175  0.384
H  10.830  3.499  4.481  0.370
H  10.397  1.465  6.734  0.304
H  9.967  1.229  5.036  0.320
H  9.161  2.476  5.999  -0.026
H  12.041  2.120  8.493  0.246
H  13.655  2.817  8.302  0.313
H  12.906  1.973  6.952  0.319
O  4.529  -2.270  3.725  -0.566
C  5.510  -2.198  3.030  0.707
O  6.140  -3.339  2.703  -0.378
C  7.196  -3.400  1.736  -0.427
C  8.547  -3.100  2.349  -0.861
C  6.084  -0.874  2.585  -0.613
H  6.977  -2.753  0.886  0.380
H  7.171  -4.424  1.367  0.308
H  8.594  -2.083  2.739  0.194
H  9.334  -3.220  1.604  0.355
H  8.742  -3.780  3.178  0.297
H  6.765  -0.501  3.350  0.205
H  5.267  -0.170  2.475  0.057
H  6.599  -0.931  1.629  0.338

Properties
* multiplicity: 1
* HOMO energy: -10.68 eV
* maximum force: 0.0368 Eh/bohr
* total charge: +1
* E_LUMO: -3.86 eV



(2)
A structure of composition CoH12O6 at a distorted geometry, computed with the ωB97M-V functional and the def2-TZVPD basis.

Each line ends with the natural charge from an NBO analysis.
Atoms and positions in Å:
Co  -0.026  0.248  -0.202  1.613
O  1.818  -0.182  0.666  -0.998
H  2.759  0.058  0.684  0.535
H  1.897  -1.143  0.881  0.520
O  -0.249  -1.783  -0.702  -0.970
H  0.537  -2.219  -0.999  0.516
H  -0.664  -2.459  -0.145  0.515
O  0.100  2.069  0.831  -0.998
H  0.942  2.058  1.398  0.520
H  -0.179  2.977  0.993  0.541
O  0.650  0.540  -2.100  -0.994
H  1.559  0.629  -2.359  0.529
H  0.089  0.442  -2.909  0.545
O  -0.665  -0.676  1.727  -0.993
H  -1.208  -1.428  1.748  0.500
H  -0.378  -0.487  2.687  0.541
O  -1.942  0.527  -0.851  -0.974
H  -2.482  -0.256  -1.008  0.520
H  -2.564  1.088  -0.338  0.531

Properties
* ⟨S²⟩: 3.754
* multiplicity: 4
* HOMO energy (spin up / spin down): -19.78 / -19.14 eV
* maximum force: 0.0674 Eh/bohr
* total charge: +2
* E_LUMO (spin up / spin down): -7.24 / -7.82 eV



(3)
A cluster of 2 separate species, C5H3FO3 in total at a distorted geometry, computed with the ωB97M-V functional and the def2-TZVPD basis.

Each line ends with the natural charge from an NBO analysis.
Atoms and positions in Å:
C  -2.602  1.596  0.539  -0.364
C  -1.757  0.758  0.615  -0.214
C  1.911  0.034  0.592  0.969
C  0.535  -0.532  -1.121  -0.185
C  -0.103  -0.829  0.219  0.826
O  2.838  0.441  1.195  -0.512
O  1.743  0.097  -0.737  -0.461
O  0.833  -0.585  1.170  -0.476
F  -0.760  -1.972  0.367  -0.284
H  -3.353  2.333  0.584  0.226
H  0.755  -1.470  -1.652  0.222
H  -0.038  0.131  -1.772  0.251

Properties
* multiplicity: 1
* HOMO energy: -10.17 eV
* maximum force: 0.0998 Eh/bohr
* total charge: 0
* E_LUMO: -0.89 eV



(4)
A structure of composition C12H33LiN3O3 at a distorted geometry, computed with the ωB97M-V functional and the def2-TZVPD basis.

Each line ends with the natural charge from an NBO analysis.
Atoms and positions in Å:
Li  -0.082  0.966  -0.085  0.225
C  1.811  -2.898  -1.024  -0.657
C  0.826  -2.369  0.076  -0.070
C  0.956  -3.257  1.359  -0.078
O  -0.291  -3.229  2.154  -0.559
C  -0.357  -4.327  3.045  -0.255
N  1.099  -0.961  0.349  -0.866
H  2.842  -3.156  -0.782  0.222
H  1.671  -2.333  -1.946  0.220
H  1.394  -3.817  -1.435  0.222
H  -0.230  -2.524  -0.144  0.197
H  1.839  -2.965  1.927  0.170
H  1.155  -4.261  0.984  0.174
H  0.568  -4.865  3.250  0.173
H  -0.999  -5.098  2.620  0.176
H  -0.685  -3.881  3.984  0.195
H  2.033  -0.771  0.013  0.363
H  1.144  -0.982  1.358  0.374
C  -3.787  -0.759  0.978  -0.621
C  -2.442  -0.543  0.304  -0.080
C  -2.411  -0.042  -1.139  -0.088
O  -1.079  0.138  -1.723  -0.601
C  -1.129  0.687  -3.005  -0.246
N  -1.702  0.375  1.117  -0.887
H  -3.595  -1.235  1.939  0.222
H  -4.515  -1.352  0.424  0.209
H  -4.208  0.236  1.126  0.207
H  -1.982  -1.530  0.283  0.192
H  -3.048  0.842  -1.115  0.185
H  -3.077  -0.700  -1.697  0.178
H  -1.701  -0.093  -3.508  0.170
H  -0.142  0.758  -3.462  0.195
H  -1.693  1.612  -3.122  0.184
H  -2.315  1.086  1.489  0.371
H  -1.475  -0.150  1.949  0.373
C  1.023  4.874  0.490  -0.696
C  0.801  3.543  -0.184  -0.112
C  1.975  2.959  -0.867  -0.093
O  1.638  1.594  -1.185  -0.592
C  2.661  0.996  -1.931  -0.254
N  0.289  2.681  0.884  -0.925
H  1.518  4.820  1.459  0.213
H  0.096  5.392  0.734  0.227
H  1.593  5.571  -0.124  0.200
H  -0.073  3.667  -0.824  0.201
H  2.757  3.023  -0.110  0.186
H  2.138  3.689  -1.660  0.193
H  2.892  1.628  -2.789  0.186
H  2.482  -0.061  -2.130  0.193
H  3.458  1.005  -1.188  0.175
H  -0.499  3.244  1.171  0.344
H  0.860  2.773  1.712  0.364

Properties
* ⟨S²⟩: 0.750
* multiplicity: 2
* HOMO energy (spin up / spin down): -1.98 / -9.60 eV
* maximum force: 0.0568 Eh/bohr
* total charge: 0
* E_LUMO (spin up / spin down): 0.26 / 0.32 eV



(5)
A cluster of 2 separate species, C7H15O2 in total at a distorted geometry, computed with the ωB97M-V functional and the def2-TZVPD basis.

Each line ends with the natural charge from an NBO analysis.
Atoms and positions in Å:
C  -0.893  0.900  -0.927  -0.231
C  -2.196  0.082  -0.950  -0.605
C  -0.920  1.677  -2.254  -0.622
C  -0.791  1.784  0.404  -0.621
H  -0.092  0.119  -1.051  0.217
H  -2.510  -0.108  -1.967  0.200
H  -3.071  0.628  -0.522  0.196
H  -1.833  2.245  -2.441  0.189
H  -0.178  2.373  -2.510  0.207
H  -0.724  1.130  -3.184  0.203
H  -0.507  1.097  1.179  0.244
H  0.058  2.538  0.476  0.208
H  -1.603  2.425  0.593  0.198
H  -2.098  -0.928  -0.361  0.217
C  1.089  -1.675  1.333  -0.551
C  2.165  -1.799  0.230  -0.627
C  1.666  -1.063  2.698  0.756
O  2.883  -0.783  2.767  -0.810
O  0.973  -0.987  3.677  -0.770
H  0.121  -1.163  1.049  0.192
H  0.970  -2.728  1.731  0.211
H  3.131  -1.283  0.526  0.255
H  1.747  -1.540  -0.700  0.178
H  2.614  -2.941  0.207  0.168

Properties
* multiplicity: 1
* HOMO energy: -3.51 eV
* maximum force: 0.0859 Eh/bohr
* total charge: -1
* E_LUMO: 3.11 eV



(6)
An isolated molecule of C4H8N2O at a distorted geometry, computed with the ωB97M-V functional and the def2-TZVPD basis.

Each line ends with the natural charge from an NBO analysis.
Atoms and positions in Å:
C  -0.419  -0.512  0.154  -0.514
C  1.057  -0.543  1.077  0.689
C  -0.413  0.642  -0.729  0.155
N  1.091  -1.623  1.914  -0.841
N  -1.831  0.380  -1.422  -0.874
C  0.402  1.630  -1.056  -0.429
O  1.995  0.238  1.058  -0.626
H  1.901  -1.751  2.509  0.402
H  0.339  -2.292  1.970  0.392
H  -2.375  1.224  -1.235  0.358
H  -1.648  0.405  -2.426  0.358
H  -0.395  -1.460  -0.389  0.240
H  -1.196  -0.452  0.920  0.238
H  1.355  1.741  -0.544  0.247
H  0.137  2.372  -1.800  0.206

Properties
* multiplicity: 1
* HOMO energy: -9.40 eV
* maximum force: 0.1115 Eh/bohr
* total charge: 0
* SMILES: C=C(N)CC(N)=O
* E_LUMO: 0.88 eV



(7)
A structure of composition C15H22N3O2PtS2SeSi at a distorted geometry, computed with the ωB97M-V functional and the def2-TZVPD basis.

Each line ends with the natural charge from an NBO analysis.
Atoms and positions in Å:
Pt  1.237  -1.345  -0.027  0.645
C  3.099  0.864  1.514  -0.261
O  3.789  0.143  0.488  -0.538
C  3.104  -0.686  -0.324  0.657
O  3.697  -1.174  -1.240  -0.627
H  3.638  1.797  1.657  0.181
H  3.099  0.294  2.442  0.184
H  2.085  1.082  1.215  0.205
S  -0.013  -3.346  -0.746  -0.064
C  -1.118  -2.514  0.205  -0.150
N  -1.306  -2.640  1.542  -0.619
C  -2.637  -2.324  2.022  -0.218
C  -3.125  -1.195  1.126  -0.551
S  -2.444  -1.594  -0.509  0.305
H  -0.733  -3.312  2.036  0.435
H  -2.594  -2.007  3.062  0.216
H  -3.292  -3.197  1.940  0.181
H  -2.726  -0.231  1.448  0.259
H  -4.210  -1.148  1.075  0.224
Se  1.328  -3.907  3.982  -0.323
C  1.804  -3.115  2.461  0.137
N  2.080  -2.567  1.468  -0.607
C  -0.389  2.058  -3.234  -1.139
Si  0.763  0.841  -2.353  1.848
C  2.448  1.671  -2.469  -1.147
C  0.766  -0.706  -3.409  -1.143
N  0.397  0.454  -0.706  -1.163
C  -0.523  0.988  0.180  0.303
C  -1.568  1.860  -0.217  -0.317
C  -2.441  2.434  0.695  -0.203
C  -2.342  2.176  2.058  -0.313
C  -1.344  1.304  2.478  -0.206
C  -0.469  0.720  1.572  -0.336
H  0.025  2.214  -4.239  0.228
H  -0.439  3.037  -2.742  0.229
H  -1.409  1.671  -3.355  0.225
H  2.558  2.140  -3.457  0.219
H  3.277  0.964  -2.336  0.257
H  2.544  2.460  -1.713  0.228
H  1.113  -0.467  -4.424  0.221
H  -0.241  -1.130  -3.481  0.232
H  1.423  -1.470  -2.989  0.259
H  -1.704  2.081  -1.265  0.214
H  -3.219  3.094  0.326  0.199
H  -3.029  2.628  2.765  0.202
H  -1.237  1.060  3.529  0.206
H  0.279  0.038  1.949  0.225

Properties
* multiplicity: 1
* HOMO energy: -4.26 eV
* maximum force: 0.0326 Eh/bohr
* total charge: -1
* E_LUMO: 2.49 eV



(8)
A cluster of 2 separate species, CH6ClNOP4 in total at a distorted geometry, computed with the ωB97M-V functional and the def2-TZVPD basis.

Each line ends with the natural charge from an NBO analysis.
Atoms and positions in Å:
C  1.701  -1.748  -0.096  0.352
N  0.715  -1.144  0.242  -0.169
O  -0.616  -1.748  0.076  -0.644
P  1.373  2.424  0.251  0.034
P  -1.828  -0.915  0.696  0.971
P  -0.304  1.364  -0.614  -0.041
P  -1.485  1.091  1.185  -0.295
Cl  3.724  -0.502  0.550  -0.364
H  2.144  -2.625  -0.506  0.237
H  2.129  2.310  -0.914  -0.008
H  1.914  1.269  0.791  0.014
H  -2.229  -1.649  1.803  -0.030
H  -2.741  -1.393  -0.247  -0.041
H  -0.961  2.536  -1.018  -0.016

Properties
* multiplicity: 1
* HOMO energy: -8.11 eV
* maximum force: 0.0720 Eh/bohr
* total charge: 0
* E_LUMO: -2.38 eV



What did the eighth record say?
A cluster of 2 separate species, CH6ClNOP4 in total at a distorted geometry, computed with the ωB97M-V functional and the def2-TZVPD basis.

Each line ends with the natural charge from an NBO analysis.
Atoms and positions in Å:
C  1.701  -1.748  -0.096  0.352
N  0.715  -1.144  0.242  -0.169
O  -0.616  -1.748  0.076  -0.644
P  1.373  2.424  0.251  0.034
P  -1.828  -0.915  0.696  0.971
P  -0.304  1.364  -0.614  -0.041
P  -1.485  1.091  1.185  -0.295
Cl  3.724  -0.502  0.550  -0.364
H  2.144  -2.625  -0.506  0.237
H  2.129  2.310  -0.914  -0.008
H  1.914  1.269  0.791  0.014
H  -2.229  -1.649  1.803  -0.030
H  -2.741  -1.393  -0.247  -0.041
H  -0.961  2.536  -1.018  -0.016

Properties
* multiplicity: 1
* HOMO energy: -8.11 eV
* maximum force: 0.0720 Eh/bohr
* total charge: 0
* E_LUMO: -2.38 eV



Copy entry 2 word for word.
A structure of composition CoH12O6 at a distorted geometry, computed with the ωB97M-V functional and the def2-TZVPD basis.

Each line ends with the natural charge from an NBO analysis.
Atoms and positions in Å:
Co  -0.026  0.248  -0.202  1.613
O  1.818  -0.182  0.666  -0.998
H  2.759  0.058  0.684  0.535
H  1.897  -1.143  0.881  0.520
O  -0.249  -1.783  -0.702  -0.970
H  0.537  -2.219  -0.999  0.516
H  -0.664  -2.459  -0.145  0.515
O  0.100  2.069  0.831  -0.998
H  0.942  2.058  1.398  0.520
H  -0.179  2.977  0.993  0.541
O  0.650  0.540  -2.100  -0.994
H  1.559  0.629  -2.359  0.529
H  0.089  0.442  -2.909  0.545
O  -0.665  -0.676  1.727  -0.993
H  -1.208  -1.428  1.748  0.500
H  -0.378  -0.487  2.687  0.541
O  -1.942  0.527  -0.851  -0.974
H  -2.482  -0.256  -1.008  0.520
H  -2.564  1.088  -0.338  0.531

Properties
* ⟨S²⟩: 3.754
* multiplicity: 4
* HOMO energy (spin up / spin down): -19.78 / -19.14 eV
* maximum force: 0.0674 Eh/bohr
* total charge: +2
* E_LUMO (spin up / spin down): -7.24 / -7.82 eV



> Among the records above, which one has the highest total charge?

CoH12O6